[1]
{"formula": "C20H48BN4O13S4", "method": "ωB97M-V with the def2-TZVPD basis set", "lumo_ha": -0.1148, "total_energy_ha": -3605.38638, "homo_ha": -0.45098, "total_charge": 1, "homo_lumo_gap_ev": 9.15, "elements": ["C", "O", "C", "C", "C", "C", "C", "C", "N", "N", "B", "O", "N", "C", "C", "C", "C", "S", "O", "O", "N", "H", "H", "H", "H", "H", "H", "H", "H", "H", "H", "H", "H", "H", "H", "H", "H", "H", "H", "H", "H", "H", "H", "H", "H", "O", "S", "O", "O", "C", "C", "C", "H", "H", "H", "H", "H", "H", "H", "H", "O", "S", "O", "O", "C", "C", "C", "H", "H", "H", "H", "H", "H", "H", "H", "O", "S", "O", "O", "C", "C", "C", "H", "H", "H", "H", "H", "H", "H", "H"], "coordinates": [[-2.49393, 0.09326, 6.77455], [-2.77354, -0.05750, 5.39383], [-3.92655, 0.68142, 5.00808], [-4.00616, 0.67838, 3.48964], [-3.40508, 1.92057, 2.82586], [-3.88978, 2.09755, 1.36694], [-2.77655, 2.14739, 0.31066], [-1.72139, 1.14312, 0.57248], [-0.43979, 1.28507, 0.53967], [0.07604, 0.06098, 0.86966], [1.58059, -0.10374, 0.94387], [2.04624, -1.30812, 0.45864], [2.43916, 0.90533, 1.41672], [3.22434, 1.55915, 0.33463], [1.84289, 1.84316, 2.38440], [-0.89498, -0.81136, 1.09175], [-0.69114, -2.23797, 1.49036], [-2.07192, -3.36080, 1.14265], [-1.57242, -4.41161, 0.32282], [-3.20011, -2.59029, 0.69700], [-2.02537, -0.15070, 0.91604], [-1.98252, 1.04067, 6.96248], [-3.40753, 0.07691, 7.36948], [-1.83931, -0.71660, 7.07852], [-4.80941, 0.20462, 5.43745], [-3.83378, 1.70769, 5.37094], [-5.05190, 0.58008, 3.19997], [-3.48742, -0.21454, 3.13837], [-3.69461, 2.79820, 3.39791], [-2.31648, 1.86260, 2.87568], [-4.41088, 3.04822, 1.29924], [-4.63147, 1.33911, 1.11842], [-2.30472, 3.12146, 0.22723], [-3.20724, 1.92026, -0.66671], [2.55196, -1.73275, 1.16283], [4.24035, 1.16687, 0.34265], [2.83470, 1.36471, -0.66216], [3.30303, 2.62651, 0.50122], [0.88967, 1.48827, 2.76893], [2.51233, 1.97086, 3.23352], [1.68888, 2.83053, 1.95371], [-0.43217, -2.32049, 2.54701], [0.15182, -2.63005, 0.92456], [-2.35296, -3.84733, 2.37323], [-2.95186, -0.54530, 1.01757], [4.89637, 2.58494, -5.23840], [3.83180, 1.80793, -4.68936], [3.67405, 1.72706, -3.26684], [3.89612, 0.34226, -5.29076], [5.16407, -0.35345, -5.22418], [5.44485, -0.91329, -3.84557], [2.30391, 2.28381, -5.41751], [5.95938, 0.31446, -5.55570], [5.07977, -1.15459, -5.95458], [5.61364, -0.11735, -3.12148], [6.33489, -1.54201, -3.87822], [4.60167, -1.50958, -3.49480], [2.42340, 2.30229, -6.49674], [2.06945, 3.27746, -5.04251], [1.53728, 1.57411, -5.11926], [6.87829, -3.47564, 2.23251], [7.64028, -3.14958, 1.06481], [8.19583, -1.84137, 0.92295], [6.74906, -3.47852, -0.21563], [5.42345, -2.91953, -0.23531], [5.41299, -1.45103, -0.60825], [8.88887, -4.35494, 0.79634], [4.95193, -3.09109, 0.73520], [4.87729, -3.50455, -0.97313], [5.88533, -0.84178, 0.16221], [4.38636, -1.10750, -0.73645], [5.95928, -1.28621, -1.53575], [8.44314, -5.34309, 0.86285], [9.63328, -4.21738, 1.57715], [9.33076, -4.18647, -0.18173], [-6.96585, 0.44435, -0.30892], [-6.35647, 0.93776, -1.50698], [-5.85860, 2.28006, -1.54663], [-7.31780, 0.68097, -2.72752], [-8.69227, 1.14382, -2.62487], [-8.81850, 2.63364, -2.85891], [-5.07420, -0.16518, -2.00523], [-9.09770, 0.84967, -1.65670], [-9.22689, 0.58654, -3.38980], [-8.35605, 3.20494, -2.05516], [-9.87164, 2.90745, -2.91123], [-8.33205, 2.91846, -3.79125], [-5.46311, -1.17931, -2.00508], [-4.26686, -0.07220, -1.28224], [-4.72982, 0.12255, -2.99508]]}

=====

[2]
{"formula": "C5H8N4O2", "method": "ωB97M-V with the def2-TZVPD basis set", "lumo_ha": 0.0159, "total_energy_ha": -564.68367, "homo_ha": -0.33355, "homo_lumo_gap_ev": 9.51, "smiles": "N#CN/C(N)=N/CCC(=O)O", "elements": ["C", "C", "C", "C", "C", "H", "H", "H", "H", "H", "H", "H", "H", "N", "N", "N", "N", "O", "O"], "coordinates": [[0.11739, -1.16722, 0.87742], [0.75038, -2.43855, 2.94154], [-0.41456, -0.22861, -1.24661], [0.47227, 0.95681, -1.08657], [-0.08290, 2.14972, -1.93310], [-0.65232, 0.52887, 1.00479], [-0.19577, -0.33926, 2.57186], [0.89331, -3.17788, 1.13958], [-0.23984, -0.38337, -2.17087], [-1.53273, -0.22634, -0.83882], [0.57647, 1.39816, -0.20711], [1.19745, 0.63634, -1.41137], [-1.54570, 3.29022, -2.06082], [-0.10999, -0.13209, 1.64311], [0.72377, -2.25557, 1.53017], [0.88459, -2.43078, 4.01990], [-0.11468, -1.36198, -0.36179], [-1.31008, 2.51384, -1.57527], [0.58295, 2.66768, -2.83607]]}

=====

[3]
{"formula": "C4H13N3", "method": "ωB97M-V with the def2-TZVPD basis set", "lumo_ha": 0.0372, "total_energy_ha": -324.32275, "homo_ha": -0.28608, "homo_lumo_gap_ev": 8.80, "smiles": "CN(C)NN(C)C", "elements": ["C", "C", "C", "C", "N", "N", "N", "H", "H", "H", "H", "H", "H", "H", "H", "H", "H", "H", "H", "H"], "coordinates": [[0.77922, -0.26529, -2.40839], [1.23745, -1.44483, -0.39387], [-1.91026, 0.04093, 1.42819], [0.19552, 1.37750, 1.66655], [-0.47961, 0.14498, -0.41020], [0.82787, -0.14481, -0.97669], [-0.48422, 0.27537, 1.03869], [0.96266, 0.77844, -2.90836], [1.52672, -0.92073, -2.70802], [-0.27896, -0.80846, -2.68751], [2.27253, -1.48004, -0.35074], [0.78428, -1.37141, 0.70406], [0.87545, -2.22322, -1.02289], [-2.02338, -0.27521, 2.49201], [-2.56143, 0.88162, 1.25591], [-2.28874, -0.71521, 0.74173], [1.12505, 1.69088, 1.00606], [-0.36892, 2.22895, 1.73786], [0.53305, 1.14410, 2.71195], [-0.72427, 1.08643, -0.91634]]}

=====

[4]
{"formula": "C14H10BrN3OS", "method": "ωB97M-V with the def2-TZVPD basis set", "lumo_ha": 0.0147, "total_energy_ha": -3751.21144, "homo_ha": -0.30828, "homo_lumo_gap_ev": 8.79, "smiles": "O=C1CS/C(=N\\c2ccc(Br)cc2)N1c1ccccn1", "elements": ["O", "Br", "N", "N", "S", "C", "C", "C", "C", "C", "C", "C", "C", "C", "C", "C", "C", "C", "N", "C", "H", "H", "H", "H", "H", "H", "H", "H", "H", "H"], "coordinates": [[-0.50941, 0.27212, -3.96342], [1.43799, 3.29417, 5.61909], [0.03982, 0.13083, 0.61805], [0.46308, -2.07917, -2.24167], [0.39372, 2.48252, -0.88224], [-0.21366, 0.71185, -2.83894], [-0.00742, 0.77986, -0.52970], [0.30136, -3.41518, -2.28709], [-0.47234, -1.32821, -1.67200], [-0.88488, -4.05537, -1.76097], [-1.65073, -1.87888, -1.14239], [-1.84369, -3.24509, -1.17651], [1.92097, 2.31685, 2.89307], [-0.07213, 1.42114, 4.07681], [1.55837, 1.55290, 1.80276], [-0.39303, 0.68363, 2.91304], [1.08450, 2.26657, 4.04652], [0.40875, 0.80437, 1.78016], [-0.23954, 0.04996, -1.66198], [0.17638, 2.15895, -2.68670], [1.08480, -3.98309, -2.77104], [-1.02773, -5.12478, -1.80492], [-2.36575, -1.24331, -0.65845], [-2.77070, -3.68544, -0.79902], [2.82456, 2.90479, 2.89201], [-0.76027, 1.43758, 4.93845], [2.17188, 1.49467, 0.87763], [-1.26721, 0.08547, 2.78026], [1.15674, 2.31054, -3.23182], [-0.54445, 2.87977, -3.12901]]}

=====

[5]
{"formula": "C3H2O3", "method": "ωB97M-V with the def2-TZVPD basis set", "lumo_ha": 0.0203, "total_energy_ha": -341.22578, "homo_ha": -0.34840, "homo_lumo_gap_ev": 10.03, "smiles": "C=C=O.O=C=O", "elements": ["C", "C", "C", "O", "O", "O", "H", "H"], "coordinates": [[1.62921, -2.03173, 3.08016], [-0.80659, -0.38872, 1.13784], [-0.35635, 0.21702, 0.09067], [1.47548, -0.89723, 3.20331], [-1.34865, -0.80939, 2.07601], [1.79712, -3.15747, 3.06647], [-0.55139, -0.13799, -0.87727], [0.05739, 1.31866, 0.16215]]}

=====

[6]
{"formula": "C39H20BrN8O2Rb", "method": "ωB97M-V with the def2-TZVPD basis set", "lumo_ha": [0.1333, 0.1333], "total_energy_ha": -4684.97975, "homo_ha": [-0.02967, -0.04017], "total_charge": -2, "homo_lumo_gap_ev": [4.43, 4.72], "elements": ["Rb", "C", "C", "C", "C", "C", "N", "C", "C", "C", "C", "C", "C", "C", "C", "N", "C", "N", "C", "N", "C", "N", "C", "N", "C", "N", "C", "C", "C", "C", "C", "C", "C", "C", "C", "C", "C", "C", "C", "C", "N", "H", "H", "H", "H", "H", "H", "H", "H", "H", "H", "H", "H", "H", "H", "H", "H", "Br", "C", "C", "C", "C", "C", "C", "C", "O", "O", "H", "H", "H", "H"], "coordinates": [[0.18887, -1.07090, -1.25400], [-5.33259, -3.55727, 1.64559], [-6.01570, -2.39182, 1.26600], [-5.32076, -1.23164, 0.95200], [-3.93518, -1.25686, 1.03510], [-2.89401, -0.25401, 0.76220], [-3.18047, 0.99696, 0.41876], [-2.19800, 1.78135, -0.05097], [-2.10639, 3.22555, 0.10321], [-3.00651, 4.20042, 0.51991], [-2.59740, 5.52467, 0.51633], [-1.29994, 5.87602, 0.10773], [-0.39187, 4.90354, -0.28217], [-0.78556, 3.56757, -0.26069], [-0.15905, 2.30337, -0.65371], [1.11805, 1.84214, -0.82752], [2.05553, 1.66117, 0.03425], [2.53618, 0.37042, 0.19795], [3.11809, 0.30084, 1.37653], [3.31055, -0.79854, 2.11676], [2.35230, -1.72741, 2.10001], [1.09979, -1.59388, 1.62980], [0.38290, -2.68846, 2.00281], [-0.90691, -2.93786, 1.86964], [-1.82640, -2.05992, 1.41598], [-1.66146, -0.79290, 1.01208], [-3.25698, -2.41289, 1.41373], [-3.94661, -3.57724, 1.72533], [1.26585, -3.64727, 2.70577], [1.05468, -4.90136, 3.25607], [2.12745, -5.52913, 3.88004], [3.37885, -4.90496, 3.96153], [3.57919, -3.64280, 3.41348], [2.50795, -3.03072, 2.78455], [3.33682, 1.65937, 1.94252], [4.00062, 2.09798, 3.06943], [3.95261, 3.45960, 3.36222], [3.22443, 4.33388, 2.55774], [2.53758, 3.87132, 1.43448], [2.61031, 2.52490, 1.13160], [-1.06666, 1.32788, -0.63000], [-5.89738, -4.45425, 1.87386], [-7.09849, -2.40069, 1.21164], [-5.83375, -0.32759, 0.64714], [-4.00965, 3.92048, 0.81823], [-3.28999, 6.30284, 0.81638], [-1.00854, 6.92010, 0.08874], [0.59599, 5.18654, -0.62623], [-3.40583, -4.46920, 2.01811], [0.07813, -5.36590, 3.19267], [1.99555, -6.51537, 4.31036], [4.19897, -5.41176, 4.45706], [4.53904, -3.14391, 3.47063], [4.53213, 1.39630, 3.70017], [4.47505, 3.84181, 4.23174], [3.18174, 5.38601, 2.81426], [1.95774, 4.55256, 0.82992], [1.54387, 1.20045, -9.43596], [1.02012, 0.33387, -7.81492], [1.97672, 0.06470, -6.85082], [1.58521, -0.58781, -5.68723], [0.25932, -0.94762, -5.47856], [-0.67955, -0.64000, -6.45489], [-0.30899, -0.00926, -7.63573], [-0.17709, -1.66833, -4.20060], [-1.39166, -1.61959, -3.92506], [0.75012, -2.21368, -3.54851], [3.00596, 0.35838, -7.00835], [2.30832, -0.83683, -4.92074], [-1.71293, -0.89535, -6.25665], [-1.04028, 0.22203, -8.39867]]}

=====

> Which formula does entry 5 have?

C3H2O3